# 1
Computed, not measured: a molecular structure, C3H4O2 at a distorted geometry, with wB97M-V/def2-TZVPD.

Calculated values
- HOMO level: -0.2976 Ha
- Gap between HOMO and LUMO: 8.55 eV

The geometry in XYZ format:
```
9
Properties=species:S:1:pos:R:3:forces:R:3:lowdin_charge:R:1
C -2.105237 0.918343 -0.186413 0.786 -0.017 -0.356 0.0634
C -1.217688 -0.030502 -0.040678 2.894 -1.039 -1.088 -0.2112
C 0.685574 -0.633106 -0.162460 -5.105 0.489 -2.023 -0.1171
O -2.358955 -0.703856 -0.185889 0.167 -0.497 0.239 -0.0668
O 1.465802 0.366563 -0.520106 0.654 0.862 1.218 0.0397
H -2.672026 1.554100 0.427919 -0.585 0.553 0.557 0.0456
H 0.725221 -1.275661 -0.954200 -0.890 -2.037 -2.133 0.0774
H 0.641827 -1.199510 0.690941 0.969 -0.486 2.792 0.0745
H 1.442083 0.800449 0.314731 1.110 2.173 0.794 0.0946
```
Forces are in eV/Å.

# 2
Computed, not measured: a single C3H4O2 molecule at a distorted geometry, with wB97M-V/def2-TZVPD.

Calculated values
- HOMO level: -0.3772 Ha
- SMILES string: O=C[C@H]1CO1
- Gap between HOMO and LUMO: 10.91 eV

The geometry in XYZ format:
```
9
Properties=species:S:1:pos:R:3:forces:R:3:lowdin_charge:R:1
O -2.401460 -0.030708 0.079000 1.470 0.176 -0.123 0.0625
C -1.278218 0.363276 -0.129233 -0.341 1.795 -0.880 -0.2180
C 0.009523 0.024741 0.577344 -0.186 0.621 -0.826 -0.2686
C 1.102586 -0.484667 -0.246367 -1.007 -0.034 -1.330 -0.1043
O 1.067195 0.911180 0.132321 0.165 -1.552 0.918 -0.0564
H -1.008689 1.245240 -0.914170 -0.769 -1.775 1.074 0.1726
H -0.010310 -0.237743 1.602906 -0.087 -0.013 0.953 0.1372
H 1.789192 -1.262358 0.214165 -0.527 1.472 -0.851 0.1416
H 0.730185 -0.528959 -1.315962 1.283 -0.690 1.064 0.1334
```
Forces are in eV/Å.